--- a ---
One molecule with the formula C3H4O3, computed with ωB97M-V/def2-TZVPD.

Each line ends with the Löwdin charge.
Positions of all 10 atoms, in Å:
1 C 0.38681 0.45105 0.10092  0.01
2 C -0.93415 -0.16564 -0.37637  -0.53
3 O -0.98229 -1.45213 -0.01193  0.10
4 O -2.04250 0.70625 -0.39071  0.21
5 C -1.58456 0.36180 -1.56207  -0.39
6 O -1.68466 0.44834 -2.75930  0.15
7 H 0.39174 0.59186 1.18316  0.08
8 H 0.48400 1.52085 -0.33127  0.12
9 H 1.28060 -0.22275 -0.03008  0.11
10 H -0.71850 -1.42217 0.92973  0.13

Its structure (SMILES) is C[C@@]1(O)OC1=O. The molar mass is 88.06 g/mol. For the HOMO-LUMO gap, the calculation gives 10.6 eV. Its LUMO energy is 0.5 eV.

---

--- b ---
One molecule with the formula C3H4O3, computed with ωB97M-V/def2-TZVPD.

Each line ends with the Löwdin charge.
Positions of all 10 atoms, in Å:
1 O 1.95818 -0.36816 1.09840  0.10
2 C 0.87257 -0.60508 0.64280  -0.22
3 C 0.19089 0.21423 -0.44436  -0.32
4 O -0.19424 -0.58868 -1.53980  -0.01
5 C -0.98548 0.92975 0.22199  -0.18
6 O -1.09133 0.96412 1.42500  0.08
7 H 0.26267 -1.47105 0.98937  0.14
8 H 0.89340 0.96434 -0.82403  0.16
9 H -0.44380 -1.46600 -1.21652  0.10
10 H -1.72788 1.42114 -0.43615  0.14

Its structure (SMILES) is O=CC(O)C=O. The molar mass is 88.06 g/mol. For the HOMO-LUMO gap, the calculation gives 10.3 eV. Its LUMO energy is 0.2 eV.

---

--- c ---
One molecule with the formula C3H4O3, computed with ωB97M-V/def2-TZVPD.

Each line ends with the Löwdin charge.
Positions of all 10 atoms, in Å:
1 O 1.30339 0.47292 1.68784  0.07
2 C 1.11927 -0.31117 0.78956  -0.19
3 C 0.22575 -0.01274 -0.40975  -0.33
4 O -0.13129 -1.18657 -1.07285  -0.01
5 C -0.98009 0.81416 0.00526  -0.17
6 O -2.07457 0.58833 -0.45269  0.08
7 H 1.60211 -1.30803 0.75091  0.14
8 H 0.82128 0.62908 -1.08379  0.17
9 H -1.09025 -1.28957 -0.96809  0.10
10 H -0.79561 1.60359 0.75359  0.14

Its structure (SMILES) is O=CC(O)C=O. The molar mass is 88.06 g/mol. For the HOMO-LUMO gap, the calculation gives 10.6 eV. Its LUMO energy is 0.4 eV.

---

Least stable structure among those shown: a.